Density functional theory data (the ωB97M-V functional and the def2-TZVPD basis) for a 11-piece molecular cluster, C60H137Br2N12O8 overall.

The geometry in XYZ format:
```
219
C60H137Br2N12O8 (the ωB97M-V functional and the def2-TZVPD basis)
C 0.300 1.879 0.933
O 0.322 0.908 -0.144
C 1.673 0.520 -0.548
C 1.690 -0.307 -1.843
N 0.603 -1.418 -1.708
H 0.763 -1.871 -0.820
H -0.282 -0.986 -1.486
C 0.475 -2.511 -2.787
C -0.815 -3.324 -2.653
O -1.840 -2.414 -2.148
C -3.212 -2.881 -2.166
H 0.841 2.795 0.698
H 0.688 1.342 1.799
H -0.752 2.067 1.146
H 1.931 -0.046 0.346
H 2.278 1.427 -0.576
H 2.633 -0.840 -1.961
H 1.370 0.382 -2.625
H 1.308 -3.186 -2.587
H 0.548 -2.065 -3.779
H -0.611 -4.184 -2.016
H -1.031 -3.592 -3.687
H -3.335 -3.683 -1.439
H -3.394 -3.184 -3.198
H -3.827 -2.034 -1.860
C 4.850 11.972 3.889
O 4.154 10.933 3.215
C 4.984 10.055 2.611
C 4.483 8.657 2.443
N 3.983 8.106 3.802
H 4.765 8.098 4.442
H 3.235 8.670 4.180
C 3.597 6.640 3.863
C 2.589 6.247 2.834
O 3.249 6.237 1.571
C 2.461 5.768 0.480
H 5.415 11.714 4.785
H 4.200 12.767 4.254
H 5.511 12.566 3.259
H 5.953 10.102 3.109
H 5.244 10.418 1.617
H 5.266 7.963 2.135
H 3.596 8.676 1.809
H 3.270 6.494 4.892
H 4.403 5.907 3.836
H 1.626 6.756 2.789
H 2.366 5.195 3.010
H 1.482 5.425 0.816
H 2.935 4.889 0.044
H 2.401 6.565 -0.260
C -1.770 -3.946 1.006
O -2.171 -3.782 2.376
C -3.354 -2.928 2.492
C -3.986 -2.771 3.876
N -4.137 -4.220 4.467
H -4.682 -4.831 3.876
H -3.220 -4.643 4.464
C -4.699 -4.167 5.917
C -3.435 -4.148 6.808
O -2.485 -5.180 6.616
C -2.717 -6.360 7.336
H -1.759 -3.019 0.433
H -2.428 -4.731 0.633
H -0.872 -4.564 0.988
H -4.100 -3.367 1.830
H -3.120 -1.942 2.091
H -4.971 -2.319 3.758
H -3.305 -2.278 4.570
H -5.315 -5.054 6.066
H -5.210 -3.210 6.023
H -3.611 -4.021 7.876
H -2.803 -3.271 6.665
H -3.767 -6.647 7.376
H -2.412 -6.161 8.363
H -2.124 -7.164 6.900
C 8.269 1.505 -8.228
O 7.299 1.502 -7.262
C 5.959 1.693 -7.756
C 4.817 1.320 -6.682
N 5.290 -0.011 -5.974
H 5.787 -0.520 -6.691
H 5.900 0.196 -5.196
C 4.127 -0.734 -5.319
C 4.479 -2.219 -4.953
O 5.519 -2.186 -4.002
C 6.189 -3.441 -3.936
H 8.021 0.764 -8.988
H 9.221 1.172 -7.815
H 8.305 2.525 -8.611
H 5.822 1.068 -8.639
H 5.747 2.696 -8.127
H 3.843 1.132 -7.133
H 4.712 2.027 -5.860
H 3.330 -0.696 -6.062
H 3.787 -0.132 -4.476
H 4.811 -2.616 -5.912
H 3.649 -2.807 -4.559
H 6.672 -3.733 -4.868
H 5.448 -4.129 -3.529
H 7.067 -3.469 -3.290
C -7.501 5.589 3.670
C -5.923 5.454 3.832
N -5.503 4.058 3.774
C -5.911 3.135 4.656
C -5.424 1.845 4.264
N -4.791 2.076 3.126
C -4.861 3.396 2.792
C -3.999 1.116 2.357
H -7.763 5.610 2.612
H -7.702 6.505 4.225
H -8.014 4.833 4.263
H -5.578 5.859 4.783
H -5.484 6.038 3.023
H -6.495 3.417 5.519
H -5.569 0.861 4.685
H -4.550 3.825 1.851
H -4.248 0.120 2.722
H -2.935 1.250 2.554
H -4.280 1.226 1.310
C -0.110 0.011 5.310
C -0.250 1.044 6.438
N -0.621 2.402 6.006
C -1.773 2.722 5.322
C -1.805 4.089 5.018
N -0.620 4.616 5.543
C 0.027 3.608 6.171
C -0.201 6.012 5.459
H -1.040 -0.158 4.767
H 0.278 -0.848 5.857
H 0.575 0.492 4.611
H 0.766 1.162 6.814
H -0.809 0.680 7.300
H -2.467 1.926 5.099
H -2.453 4.740 4.449
H 0.907 3.791 6.770
H -0.870 6.724 4.975
H 0.756 6.024 4.938
H -0.126 6.280 6.513
C 5.892 3.728 1.818
C 5.915 2.909 0.452
N 5.637 1.514 0.713
C 4.604 0.921 1.377
C 4.615 -0.456 1.155
N 5.771 -0.729 0.445
C 6.407 0.499 0.148
C 6.176 -2.041 0.012
H 5.123 3.356 2.494
H 5.738 4.766 1.523
H 6.850 3.644 2.331
H 6.909 2.928 0.005
H 5.195 3.171 -0.324
H 3.950 1.566 1.945
H 3.930 -1.257 1.392
H 7.366 0.578 -0.342
H 6.535 -2.605 0.873
H 7.093 -2.025 -0.578
H 5.320 -2.601 -0.364
C 2.111 3.899 -2.627
C 0.772 4.702 -2.670
C -0.322 3.811 -2.057
C -1.696 4.146 -2.529
N -2.908 3.184 -2.388
C -3.054 2.504 -1.010
C -3.538 1.105 -1.369
C -2.678 0.695 -2.545
C -2.698 1.976 -3.382
C -4.188 3.964 -2.799
H 1.913 3.007 -3.221
H 2.314 3.545 -1.616
H 2.941 4.512 -2.977
H 0.447 5.109 -3.627
H 0.810 5.586 -2.034
H -0.265 3.717 -0.972
H -0.100 2.780 -2.331
H -1.682 4.369 -3.596
H -1.998 5.042 -1.986
H -3.624 3.043 -0.253
H -2.059 2.432 -0.569
H -4.593 1.079 -1.639
H -3.345 0.452 -0.518
H -3.034 -0.104 -3.196
H -1.641 0.429 -2.343
H -3.564 1.956 -4.044
H -1.804 2.089 -3.995
H -4.390 4.745 -2.067
H -5.063 3.322 -2.703
H -4.036 4.396 -3.788
C -4.041 -12.411 -0.761
C -3.393 -12.218 -2.133
C -4.075 -11.069 -2.905
C -2.997 -10.523 -3.964
N -3.144 -9.035 -4.418
C -2.072 -8.565 -5.452
C -1.736 -7.115 -5.104
C -1.929 -6.939 -3.683
C -2.898 -8.102 -3.192
C -4.534 -8.926 -5.074
H -5.127 -12.499 -0.748
H -3.819 -11.672 0.009
H -3.766 -13.339 -0.260
H -3.618 -13.094 -2.741
H -2.347 -11.994 -1.923
H -4.497 -10.306 -2.251
H -4.979 -11.411 -3.408
H -3.043 -11.115 -4.879
H -2.012 -10.595 -3.502
H -2.334 -8.624 -6.508
H -1.107 -9.036 -5.266
H -2.534 -6.538 -5.571
H -0.827 -6.696 -5.538
H -2.280 -5.945 -3.405
H -0.957 -7.255 -3.305
H -3.899 -7.795 -2.888
H -2.372 -8.669 -2.424
H -4.715 -7.875 -5.297
H -5.186 -9.213 -4.249
H -4.625 -9.617 -5.913
Br 2.198 -3.491 0.714
Br -4.977 -5.006 -4.811
```

Calculated values
Orbital gap in eV: 2.732
Calculated total energy in eV: -238705.5737
Net charge: +7
Highest occupied orbital energy in eV: -16.0324